Computed, not measured: a structure of composition C20H8AsBBr4NO8S5Tc, with ωB97M-V/def2-TZVPD.

Output
* HOMO-LUMO gap (alpha / beta): 5.9 / 5.7 eV
* total energy: -16052.2954 Eh
* relative energy (zero: lowest compared OMol25 entry of this formula, charge and spin): 0.00 kJ/mol
* net charge: -1
* spin multiplicity: 2

Cartesian coordinates (Å):
Tc (1.826, 0.084, 1.093)
Br (-0.719, -6.088, 3.020)
C (-0.533, -4.233, 2.712)
C (-1.619, -3.375, 2.861)
Br (-3.312, -4.043, 3.369)
C (-1.466, -2.006, 2.622)
Br (-2.883, -0.772, 2.756)
C (-0.237, -1.501, 2.232)
O (0.013, -0.228, 1.972)
C (0.847, -2.372, 2.061)
O (1.978, -1.819, 1.624)
C (0.708, -3.724, 2.316)
Br (2.229, -4.805, 2.065)
S (3.202, 4.402, 0.363)
As (4.001, 2.757, 1.337)
S (2.536, 1.628, 2.611)
S (3.576, 0.873, -0.345)
S (5.951, 2.670, 1.948)
O (-1.213, 0.810, -0.576)
C (-0.348, 1.808, -0.428)
O (0.720, 1.760, 0.145)
C (-0.817, 3.082, -1.025)
C (-2.093, 3.186, -1.571)
C (-2.492, 4.380, -2.147)
C (-1.589, 5.427, -2.167)
C (-0.321, 5.347, -1.624)
C (0.067, 4.155, -1.034)
N (-2.009, 6.700, -2.805)
O (-1.173, 7.569, -2.928)
O (-3.172, 6.805, -3.137)
H (-2.770, 2.345, -1.532)
H (-3.474, 4.507, -2.574)
H (0.343, 6.197, -1.664)
H (1.049, 4.045, -0.588)
O (0.285, -1.034, -1.175)
B (-0.937, -0.520, -0.783)
O (-1.895, -1.478, -0.573)
C (-1.234, -2.672, -0.801)
C (-1.726, -3.948, -0.686)
C (-0.826, -4.978, -0.956)
C (0.491, -4.719, -1.322)
C (0.975, -3.416, -1.432)
C (0.077, -2.416, -1.161)
H (-2.748, -4.133, -0.383)
H (-1.160, -6.003, -0.867)
H (1.160, -5.546, -1.514)
H (2.000, -3.198, -1.698)
S (4.943, -1.197, 1.504)
C (3.788, -0.311, 0.882)


Computed, not measured: an isolated molecule of C4H8Cl2N4, with ωB97M-V/def2-TZVPD.

Output
* HOMO-LUMO gap: 9.1 eV
* total energy: -1296.4175 Eh
* relative energy (zero: lowest compared OMol25 entry of this formula, charge and spin): 0.00 kJ/mol
* SMILES string: CNN1C=C(Cl)CN(Cl)N1

Cartesian coordinates (Å):
C (1.284, -1.043, 0.802)
N (1.152, -0.877, -0.693)
N (-0.039, -0.530, -1.175)
C (-1.237, -0.973, -0.532)
C (-2.214, -0.159, -0.029)
Cl (-3.810, -0.774, 0.262)
C (-2.037, 1.302, 0.085)
N (-0.637, 1.597, -0.071)
Cl (-0.401, 3.328, -0.057)
N (-0.173, 1.143, -1.307)
H (0.489, -0.414, 1.118)
H (0.991, -2.045, 1.006)
H (2.320, -0.698, 1.208)
H (1.641, -1.383, -1.413)
H (-1.359, -2.012, -0.640)
H (-2.814, 1.707, -0.558)
H (-2.250, 1.586, 1.192)
H (0.842, 1.249, -1.526)


Computed, not measured: a cluster of 9 separate species, C48H122N8O17 in total, with ωB97M-V/def2-TZVPD.

Output
* HOMO-LUMO gap: 8.8 eV
* total energy: -3618.5949 Eh
* relative energy (zero: lowest compared OMol25 entry of this formula, charge and spin): 367.65 kJ/mol
* SMILES string: COC[C@H](C)N.COCCNCCOC.COCCNCCOC.COCCNCCOC.COCCNCCOC.COCCNCCOC.COCCNCCOC.COCCNCCOC.OCCO

Cartesian coordinates (Å):
C (7.238, 13.262, -28.661)
O (5.924, 13.823, -28.498)
C (5.172, 13.241, -27.361)
C (4.021, 14.138, -27.142)
C (4.326, 15.393, -26.459)
N (3.092, 13.487, -26.282)
H (7.092, 12.185, -28.750)
H (7.921, 13.411, -27.825)
H (7.717, 13.648, -29.561)
H (4.955, 12.174, -27.418)
H (5.802, 13.246, -26.472)
H (3.518, 14.330, -28.090)
H (5.016, 15.953, -27.090)
H (4.892, 15.242, -25.540)
H (3.506, 16.093, -26.293)
H (3.632, 13.097, -25.523)
H (2.729, 12.642, -26.699)
C (6.743, 12.198, -32.087)
O (7.678, 11.131, -32.270)
C (8.937, 11.537, -32.646)
C (9.947, 10.387, -32.531)
N (9.642, 9.309, -33.479)
C (10.454, 8.070, -33.401)
C (10.317, 7.300, -32.112)
O (11.527, 7.319, -31.354)
C (11.362, 6.958, -29.993)
H (6.247, 12.239, -31.117)
H (6.008, 12.012, -32.870)
H (7.192, 13.180, -32.239)
H (9.252, 12.309, -31.945)
H (8.919, 11.957, -33.652)
H (9.951, 10.024, -31.503)
H (10.941, 10.774, -32.754)
H (8.634, 9.250, -33.516)
H (11.512, 8.299, -33.528)
H (10.130, 7.396, -34.194)
H (10.199, 6.237, -32.318)
H (9.446, 7.657, -31.561)
H (10.662, 7.622, -29.486)
H (12.298, 6.920, -29.435)
H (10.981, 5.937, -30.018)
C (6.282, 10.918, -23.544)
O (4.907, 11.342, -23.297)
C (4.907, 12.653, -22.782)
C (3.378, 13.116, -22.714)
N (2.679, 12.425, -21.618)
C (1.320, 12.890, -21.441)
C (0.293, 12.585, -22.600)
O (0.406, 11.463, -23.411)
C (0.175, 10.209, -22.714)
H (6.614, 11.433, -24.446)
H (6.318, 9.903, -23.940)
H (6.971, 11.247, -22.766)
H (5.368, 13.317, -23.514)
H (5.463, 12.748, -21.850)
H (2.943, 12.989, -23.705)
H (3.310, 14.190, -22.542)
H (2.749, 11.446, -21.854)
H (1.349, 13.950, -21.188)
H (0.937, 12.362, -20.567)
H (0.410, 13.404, -23.309)
H (-0.763, 12.529, -22.338)
H (0.932, 9.973, -21.966)
H (0.194, 9.459, -23.504)
H (-0.797, 10.171, -22.223)
C (12.985, 14.176, -18.149)
O (12.392, 13.486, -19.299)
C (13.081, 13.748, -20.497)
C (12.106, 13.389, -21.705)
N (12.093, 11.948, -22.051)
C (11.761, 11.747, -23.496)
C (10.418, 12.391, -24.032)
O (10.643, 13.742, -24.292)
C (9.555, 14.467, -24.894)
H (14.068, 14.056, -18.127)
H (12.744, 13.836, -17.142)
H (12.688, 15.224, -18.169)
H (14.078, 13.325, -20.622)
H (13.097, 14.838, -20.505)
H (12.473, 14.034, -22.503)
H (11.088, 13.664, -21.432)
H (11.217, 11.711, -21.608)
H (11.701, 10.664, -23.602)
H (12.505, 12.175, -24.168)
H (9.654, 12.334, -23.256)
H (10.052, 11.877, -24.921)
H (8.566, 14.324, -24.458)
H (9.439, 14.223, -25.949)
H (9.811, 15.518, -24.755)
C (8.068, 17.508, -27.667)
O (7.171, 18.232, -28.520)
C (6.439, 17.460, -29.485)
C (5.046, 18.024, -29.863)
N (5.103, 18.920, -31.077)
C (5.830, 20.143, -30.626)
C (5.668, 21.319, -31.566)
O (6.895, 22.073, -31.525)
C (6.710, 23.293, -32.158)
H (8.765, 18.281, -27.344)
H (8.550, 16.713, -28.236)
H (7.562, 17.082, -26.801)
H (6.112, 16.625, -28.864)
H (7.025, 17.097, -30.329)
H (4.481, 18.413, -29.017)
H (4.449, 17.138, -30.079)
H (4.136, 19.194, -31.179)
H (6.905, 19.964, -30.655)
H (5.700, 20.408, -29.576)
H (4.700, 21.735, -31.289)
H (5.621, 21.034, -32.617)
H (7.653, 23.651, -32.571)
H (6.283, 23.983, -31.429)
H (6.087, 23.243, -33.051)
C (1.325, 11.015, -26.098)
O (1.876, 11.320, -27.362)
C (1.973, 10.122, -28.190)
C (2.463, 10.569, -29.527)
N (1.463, 11.425, -30.221)
C (1.868, 11.670, -31.617)
C (2.859, 12.772, -31.827)
O (2.273, 13.927, -31.223)
C (3.101, 15.038, -31.383)
H (2.191, 10.761, -25.488)
H (0.746, 10.092, -26.071)
H (0.794, 11.909, -25.771)
H (1.139, 9.424, -28.262)
H (2.833, 9.551, -27.840)
H (2.708, 9.596, -29.953)
H (3.357, 11.166, -29.347)
H (1.592, 12.266, -29.676)
H (1.004, 11.821, -32.263)
H (2.286, 10.730, -31.979)
H (3.020, 12.919, -32.895)
H (3.805, 12.607, -31.311)
H (4.099, 14.917, -30.962)
H (2.608, 15.917, -30.966)
H (3.240, 15.218, -32.449)
C (11.332, 13.300, -29.256)
O (10.342, 14.254, -29.641)
C (10.806, 15.109, -30.680)
C (9.601, 15.723, -31.351)
N (9.941, 16.969, -32.111)
C (10.160, 18.167, -31.368)
C (10.536, 19.391, -32.285)
O (9.375, 20.069, -32.873)
C (9.506, 21.334, -33.471)
H (12.214, 13.891, -29.011)
H (11.542, 12.569, -30.037)
H (11.123, 12.799, -28.311)
H (11.279, 14.516, -31.464)
H (11.548, 15.855, -30.394)
H (8.716, 15.901, -30.740)
H (9.274, 15.071, -32.162)
H (9.119, 17.172, -32.661)
H (10.753, 18.027, -30.464)
H (9.287, 18.423, -30.767)
H (11.244, 19.051, -33.040)
H (11.059, 20.087, -31.629)
H (10.187, 21.361, -34.321)
H (9.811, 22.126, -32.787)
H (8.490, 21.489, -33.834)
C (10.130, 21.378, -22.054)
O (8.917, 21.241, -21.347)
C (7.916, 22.178, -21.859)
C (6.654, 21.908, -21.061)
N (5.969, 20.686, -21.379)
C (4.510, 20.865, -21.325)
C (3.681, 19.702, -21.916)
O (3.771, 19.832, -23.297)
C (3.434, 18.660, -24.006)
H (10.891, 20.697, -21.672)
H (10.402, 22.434, -22.031)
H (10.023, 21.107, -23.105)
H (7.758, 22.075, -22.933)
H (8.243, 23.206, -21.707)
H (5.973, 22.737, -21.257)
H (6.876, 21.913, -19.994)
H (6.201, 20.394, -22.318)
H (4.074, 21.807, -21.658)
H (4.252, 20.886, -20.266)
H (2.606, 19.675, -21.738)
H (4.063, 18.753, -21.542)
H (2.375, 18.406, -23.954)
H (3.888, 17.767, -23.576)
H (3.674, 18.741, -25.066)
O (1.336, 15.414, -25.132)
C (0.318, 15.852, -26.062)
C (0.766, 17.209, -26.640)
O (-0.298, 17.948, -27.218)
H (1.953, 14.857, -25.612)
H (0.187, 15.060, -26.798)
H (-0.595, 15.945, -25.473)
H (1.561, 17.076, -27.373)
H (1.103, 17.719, -25.737)
H (-0.412, 18.754, -26.709)


Computed, not measured: a cluster of 7 separate species, C34H38N6O in total, with ωB97M-V/def2-TZVPD.

Output
* HOMO-LUMO gap: 9.8 eV
* total energy: -1721.9771 Eh
* relative energy (zero: lowest compared OMol25 entry of this formula, charge and spin): 0.00 kJ/mol
* SMILES string: c1ccncc1.c1ccncc1.c1ccncc1.c1ccncc1.c1ccncc1.c1ccncc1.C1CCOC1

Cartesian coordinates (Å):
C (-2.492, -3.736, 7.076)
C (-3.233, -4.724, 6.459)
C (-4.605, -4.687, 6.674)
N (-5.213, -3.770, 7.475)
C (-4.443, -2.805, 7.962)
C (-3.075, -2.704, 7.840)
H (-1.448, -3.575, 6.850)
H (-2.669, -5.304, 5.743)
H (-5.186, -5.472, 6.213)
H (-4.943, -2.059, 8.563)
H (-2.478, -1.919, 8.282)
C (5.872, -3.911, -2.981)
C (7.228, -3.678, -3.397)
C (8.088, -3.327, -2.378)
N (7.789, -3.307, -1.032)
C (6.500, -3.617, -0.646)
C (5.508, -3.916, -1.602)
H (5.089, -4.183, -3.674)
H (7.450, -3.768, -4.450)
H (9.056, -2.976, -2.706)
H (6.262, -3.282, 0.353)
H (4.508, -4.101, -1.238)
C (-1.706, 0.827, 1.253)
C (-1.401, -0.339, 1.945)
C (-0.464, -1.203, 1.371)
N (0.168, -0.899, 0.209)
C (-0.063, 0.274, -0.399)
C (-1.123, 1.141, 0.064)
H (-2.491, 1.412, 1.709)
H (-1.723, -0.547, 2.955)
H (-0.241, -2.121, 1.893)
H (0.322, 0.326, -1.407)
H (-1.537, 1.877, -0.610)
C (-9.076, 1.113, 5.764)
C (-9.055, 2.393, 6.249)
C (-8.686, 3.424, 5.464)
N (-8.378, 3.234, 4.135)
C (-8.466, 1.973, 3.597)
C (-8.867, 0.931, 4.421)
H (-9.189, 0.238, 6.386)
H (-9.438, 2.579, 7.242)
H (-8.813, 4.444, 5.797)
H (-8.097, 1.871, 2.587)
H (-8.923, -0.046, 3.964)
C (3.140, 1.997, -7.933)
C (3.214, 1.994, -6.531)
C (3.542, 3.266, -5.957)
N (3.863, 4.370, -6.640)
C (3.810, 4.267, -8.014)
C (3.419, 3.148, -8.678)
H (3.028, 1.126, -8.562)
H (3.138, 1.072, -5.974)
H (3.662, 3.292, -4.884)
H (4.191, 5.117, -8.560)
H (3.339, 3.067, -9.752)
C (-2.790, -1.404, -4.971)
C (-2.377, -2.759, -5.114)
C (-1.951, -3.117, -6.361)
N (-1.837, -2.207, -7.372)
C (-2.370, -0.910, -7.231)
C (-2.879, -0.498, -6.012)
H (-2.990, -1.007, -3.986)
H (-2.274, -3.398, -4.249)
H (-1.628, -4.125, -6.575)
H (-2.126, -0.173, -7.982)
H (-3.012, 0.560, -5.837)
C (4.397, 3.774, 3.085)
C (4.854, 2.421, 2.498)
C (5.119, 2.578, 1.031)
O (4.433, 3.858, 0.800)
C (4.502, 4.717, 1.929)
H (5.039, 4.142, 3.886)
H (3.355, 3.868, 3.391)
H (4.059, 1.690, 2.647)
H (5.743, 2.081, 3.031)
H (4.757, 1.744, 0.431)
H (6.185, 2.681, 0.825)
H (3.686, 5.434, 1.839)
H (5.441, 5.255, 1.801)


Computed, not measured: an isolated molecule of C4H6BrNO2, with ωB97M-V/def2-TZVPD.

Output
* HOMO-LUMO gap: 10.5 eV
* total energy: -2935.1451 Eh
* relative energy (zero: lowest compared OMol25 entry of this formula, charge and spin): 345.17 kJ/mol
* SMILES string: C[C@H]1[C@H](Br)[C@H]1[N+](=O)[O-]

Cartesian coordinates (Å):
C (-1.148, 1.191, 0.214)
C (0.133, 0.725, -0.423)
C (1.230, 0.157, 0.403)
Br (3.064, 0.567, 0.008)
C (0.485, -0.752, -0.540)
N (-0.383, -1.755, 0.026)
O (-0.794, -1.582, 1.153)
O (-0.636, -2.707, -0.674)
H (-1.413, 0.572, 1.068)
H (-1.960, 1.158, -0.509)
H (-1.031, 2.218, 0.554)
H (0.430, 1.307, -1.290)
H (1.066, 0.003, 1.462)
H (0.955, -1.102, -1.451)


Computed, not measured: a structure of composition C44H50GdN8O3S, with ωB97M-V/def2-TZVPD.

Output
* HOMO-LUMO gap (alpha / beta): 3.9 / 4.5 eV
* total energy: -3533.2296 Eh
* net charge: +3
* spin multiplicity: 8

Cartesian coordinates (Å):
Gd (1.501, 0.235, 0.497)
C (-3.588, 5.507, -0.484)
C (-2.731, 4.281, -0.449)
C (-3.126, 3.094, -1.084)
C (-2.331, 1.944, -1.047)
C (-2.821, 0.753, -1.652)
N (-2.172, -0.412, -1.640)
C (-2.597, -1.691, -2.174)
C (-1.460, -2.329, -2.977)
C (-0.241, -2.773, -2.167)
N (-0.553, -3.943, -1.350)
C (-0.024, -4.492, -0.256)
C (0.936, -4.169, 0.742)
C (1.152, -5.235, 1.645)
C (2.007, -5.164, 2.733)
C (2.235, -6.341, 3.624)
C (2.661, -3.937, 2.960)
C (2.486, -2.837, 2.141)
C (3.185, -1.629, 2.570)
N (3.019, -0.434, 2.147)
C (3.822, 0.625, 2.792)
C (3.834, 1.927, 1.983)
C (2.617, 2.851, 2.151)
N (1.459, 2.440, 1.345)
C (0.551, 3.361, 1.088)
C (-0.659, 3.208, 0.322)
C (-1.519, 4.306, 0.253)
C (-1.048, 2.000, -0.374)
O (-0.262, 0.964, -0.420)
C (1.653, -2.920, 0.975)
O (1.512, -1.911, 0.188)
H (-4.503, 5.348, -1.051)
H (-3.042, 6.341, -0.928)
H (-3.857, 5.806, 0.532)
H (-4.075, 3.060, -1.606)
H (-3.798, 0.774, -2.123)
H (-1.282, -0.373, -1.165)
H (-3.469, -1.550, -2.810)
H (-2.895, -2.348, -1.349)
H (-1.116, -1.601, -3.714)
H (-1.859, -3.179, -3.539)
H (0.147, -1.985, -1.534)
H (0.555, -3.047, -2.866)
H (-1.207, -4.557, -1.815)
H (-0.464, -5.466, -0.080)
H (0.628, -6.168, 1.470)
H (1.322, -6.922, 3.753)
H (2.599, -6.035, 4.603)
H (2.984, -7.005, 3.182)
H (3.314, -3.847, 3.821)
H (3.901, -1.799, 3.378)
H (4.848, 0.276, 2.910)
H (3.426, 0.818, 3.791)
H (3.999, 1.687, 0.924)
H (4.710, 2.493, 2.298)
H (2.909, 3.873, 1.893)
H (2.333, 2.871, 3.209)
H (0.693, 4.366, 1.488)
H (-1.247, 5.218, 0.774)
S (-2.663, -2.388, 5.504)
C (-1.815, -1.548, 4.244)
C (-1.749, -2.162, 2.984)
C (-1.023, -1.572, 1.980)
N (-0.349, -0.418, 2.117)
C (-0.448, 0.182, 3.314)
C (-1.154, -0.324, 4.382)
C (-2.783, -1.155, 6.790)
C (-2.114, -1.344, 7.986)
C (-2.276, -0.375, 8.972)
N (-3.027, 0.708, 8.808)
C (-3.680, 0.864, 7.660)
C (-3.600, -0.047, 6.615)
H (-2.274, -3.093, 2.804)
H (-0.996, -2.029, 0.996)
H (0.074, 1.127, 3.415)
H (-1.189, 0.227, 5.312)
H (-1.492, -2.213, 8.157)
H (-1.777, -0.469, 9.930)
H (-4.302, 1.748, 7.579)
H (-4.167, 0.097, 5.704)
C (-1.459, 1.341, -5.723)
C (-0.218, 2.244, -5.848)
N (0.928, 1.500, -6.346)
C (0.957, 1.157, -7.772)
C (0.625, -0.309, -8.086)
C (1.907, 0.994, -5.510)
O (2.740, 0.202, -5.899)
C (2.025, 1.542, -4.106)
C (2.444, 2.863, -3.956)
C (2.734, 3.324, -2.686)
C (2.622, 2.443, -1.626)
N (2.228, 1.169, -1.751)
C (1.937, 0.738, -2.984)
H (-2.192, 1.817, -5.071)
H (-1.177, 0.376, -5.299)
H (-1.919, 1.163, -6.695)
H (0.031, 2.677, -4.882)
H (-0.417, 3.060, -6.543)
H (1.958, 1.390, -8.144)
H (0.244, 1.817, -8.261)
H (1.353, -0.977, -7.637)
H (0.662, -0.441, -9.167)
H (-0.376, -0.571, -7.742)
H (2.543, 3.513, -4.818)
H (3.059, 4.341, -2.515)
H (2.874, 2.784, -0.633)
H (1.637, -0.301, -3.077)


Number 1: strongest force on any atom 0.80 eV/A. Number 2: strongest force on any atom 4.43 eV/A. Number 3: strongest force on any atom 3.25 eV/A. Number 4: strongest force on any atom 3.76 eV/A. Number 5: strongest force on any atom 1.15 eV/A. Number 6: strongest force on any atom 2.94 eV/A.